14
Properties=species:S:1:pos:R:3:forces:R:3:lowdin_charge:R:1 method="wB97M-V/def2-TZVPD" e_above_lowest_kj_mol=525.94 lumo_ev=0.8 fmax_ev_per_a=5.2
C -0.384 1.522 0.913 -2.348 -0.588 0.889 -0.06
C 2.668 -0.719 -0.914 1.916 -3.029 -3.830 -0.07
N -0.058 0.391 0.453 0.578 0.313 0.950 -0.06
O -0.932 -0.610 0.845 -0.022 -1.337 0.352 -0.36
Si -2.439 -0.459 0.239 -0.156 0.533 -2.155 0.60
H 2.060 -0.237 -1.666 -0.259 -0.137 -0.194 0.00
H -1.366 1.879 1.375 1.554 -1.026 -0.280 0.09
H 0.385 2.180 0.925 2.159 2.428 -0.629 0.04
H 3.713 -0.996 -1.428 -1.941 1.320 1.841 0.08
H 2.496 -0.262 -0.030 0.822 2.239 2.774 -0.06
H 2.280 -1.697 -0.646 -0.479 -0.415 -0.632 0.01
H -2.509 -0.902 -1.181 -0.011 -0.258 0.220 -0.06
H -3.489 -1.075 0.970 -0.541 -0.469 0.844 -0.08
H -2.425 0.984 0.143 -1.271 0.427 -0.151 -0.07


17
Properties=species:S:1:pos:R:3:forces:R:3:lowdin_charge:R:1 method="wB97M-V/def2-TZVPD" e_above_lowest_kj_mol=219.03 lumo_ev=0.7 fmax_ev_per_a=4.8
C -2.078 -0.745 0.965 -2.768 -3.177 2.268 -0.14
C -1.867 0.585 0.952 -2.022 1.190 0.204 -0.12
C -1.351 -1.606 0.202 0.960 -0.232 0.144 -0.12
C -0.980 1.019 0.050 2.920 3.192 -1.071 -0.04
C -0.408 -1.159 -0.725 -1.417 -1.950 -0.236 -0.07
C -0.293 0.201 -0.871 -0.470 0.021 0.999 -0.36
C 3.614 1.454 0.352 -0.700 -0.967 -0.265 0.03
C 3.268 0.302 0.479 0.454 1.820 -0.312 -0.75
O 0.378 0.886 -1.794 0.640 1.151 -0.726 0.06
Cl 2.703 -1.217 0.531 0.025 -0.632 0.242 0.74
H -2.895 -1.221 1.605 1.186 0.890 -0.724 0.13
H -2.591 1.287 1.412 0.996 -0.480 0.231 0.13
H -1.398 -2.682 0.320 -0.538 0.076 0.047 0.10
H -0.618 2.107 0.101 -0.910 -1.547 -0.578 0.15
H -0.180 -2.085 -1.293 1.159 1.576 -0.507 0.12
H 3.701 2.476 0.044 0.288 -0.219 0.364 0.03
H 0.994 0.398 -2.329 0.198 -0.710 -0.081 0.11


69
Properties=species:S:1:pos:R:3:forces:R:3:mulliken_spin:R:1 method="wB97M-V/def2-TZVPD" multiplicity=5 lumo_ev="-3.4 / -5.8" fmax_ev_per_a=0.5 total_charge=+1
Pd 1.094 0.478 0.103 -0.278 0.215 -0.148 1.37
C 3.291 -0.630 -2.422 0.030 0.021 0.018 0.03
C 3.630 0.755 -1.976 -0.053 -0.022 -0.138 0.00
C 4.456 1.567 -2.786 -0.024 -0.088 0.001 -0.02
C 4.755 2.834 -2.395 0.038 0.069 -0.042 0.02
C 4.253 3.308 -1.165 0.119 0.183 -0.051 -0.01
C 4.580 4.593 -0.662 0.030 0.013 -0.067 0.21
C 4.140 5.017 0.571 -0.020 -0.036 0.004 -0.05
C 3.349 4.173 1.340 0.034 -0.043 -0.079 0.14
C 2.956 2.910 0.861 0.244 0.179 -0.146 -0.02
S 1.933 1.975 1.803 -0.298 -0.169 0.132 0.80
C 3.435 2.450 -0.421 -0.047 -0.030 0.247 0.12
N 3.125 1.198 -0.836 0.158 -0.060 0.109 0.07
H 3.971 -0.965 -3.202 0.005 0.007 0.004 0.00
H 2.272 -0.635 -2.816 0.012 0.009 0.039 -0.01
H 3.349 -1.323 -1.583 0.000 0.008 -0.003 0.00
H 4.838 1.165 -3.714 -0.012 -0.008 0.015 0.00
H 5.379 3.477 -3.005 -0.011 -0.017 0.025 0.00
H 5.205 5.239 -1.267 -0.004 -0.022 -0.002 0.01
H 4.410 5.994 0.945 0.000 -0.011 -0.009 0.00
H 3.004 4.489 2.316 -0.011 -0.039 -0.003 -0.01
C -1.749 2.336 2.501 0.011 0.009 -0.055 0.02
C -1.671 2.428 1.018 -0.117 0.008 0.068 -0.02
N -0.815 1.809 0.229 -0.137 -0.169 -0.098 0.11
C -1.130 2.176 -1.062 0.190 0.009 0.108 -0.02
C -2.187 3.033 -1.050 -0.197 0.085 0.118 0.00
N -2.514 3.173 0.270 0.020 0.006 0.064 0.00
C -2.989 3.794 -2.051 0.104 0.066 -0.220 0.00
O -2.643 3.673 -3.316 0.025 0.057 0.246 0.00
O -3.893 4.487 -1.656 -0.040 -0.038 0.013 0.00
C -0.342 1.670 -2.200 0.244 -0.369 -0.086 0.01
O -0.634 1.983 -3.350 0.039 0.101 -0.043 0.01
O 0.636 0.878 -1.900 -0.142 0.404 -0.264 0.21
H -0.842 1.882 2.887 0.019 -0.037 0.007 -0.01
H -2.595 1.721 2.810 0.000 -0.011 -0.008 0.00
H -1.862 3.325 2.946 -0.012 -0.010 -0.008 0.00
H -3.279 3.759 0.574 0.017 -0.006 0.019 0.00
H -1.841 3.081 -3.410 -0.116 -0.137 -0.092 0.00
C -3.419 -3.778 -1.494 -0.035 0.028 -0.010 0.00
C -2.225 -4.519 -0.918 0.120 0.074 -0.037 0.00
N -0.977 -3.749 -1.083 -0.149 -0.082 -0.021 0.00
C -0.250 -3.941 -2.341 -0.075 -0.022 0.050 0.06
C 0.786 -5.049 -2.250 0.057 -0.038 -0.001 -0.01
C -0.573 -2.922 -0.137 -0.072 0.140 -0.013 -0.06
S 0.965 -2.104 -0.364 0.036 -0.127 0.177 0.84
N -1.295 -2.770 0.968 0.207 0.108 0.069 0.00
C -0.867 -1.846 1.834 -0.274 0.140 0.038 0.04
O 0.095 -1.055 1.622 0.279 -0.348 0.162 0.13
C -1.597 -1.722 3.123 0.045 -0.027 -0.067 0.04
C -2.753 -2.460 3.360 -0.089 -0.016 -0.033 0.00
C -3.420 -2.331 4.568 0.012 0.008 -0.017 0.00
C -2.932 -1.472 5.544 0.017 0.006 -0.001 0.00
C -1.771 -0.742 5.315 -0.017 -0.017 -0.025 0.00
C -1.107 -0.868 4.107 0.056 0.017 0.057 0.00
H -4.311 -4.401 -1.426 0.014 0.021 0.006 0.00
H -3.267 -3.524 -2.544 0.002 -0.017 0.022 0.00
H -3.598 -2.857 -0.938 0.010 -0.028 -0.012 0.00
H -2.067 -5.475 -1.419 -0.008 0.006 -0.038 0.00
H -2.363 -4.712 0.140 0.012 -0.017 0.059 0.00
H 0.194 -2.991 -2.640 0.044 0.021 0.018 -0.01
H -1.000 -4.182 -3.094 0.000 0.010 -0.026 0.00
H 1.545 -4.825 -1.498 -0.042 0.009 -0.033 0.01
H 1.283 -5.169 -3.213 -0.003 -0.009 0.020 0.00
H 0.318 -5.999 -1.992 0.010 0.020 -0.004 0.00
H -3.123 -3.124 2.592 0.010 0.004 0.015 0.00
H -4.320 -2.902 4.751 0.006 0.005 -0.007 0.00
H -3.453 -1.376 6.488 0.007 0.000 -0.012 0.00
H -1.384 -0.085 6.083 0.001 -0.012 -0.017 0.00
H -0.189 -0.326 3.923 0.002 0.019 0.011 0.01


56
Properties=species:S:1:pos:R:3:forces:R:3:lowdin_charge:R:1 method="wB97M-V/def2-TZVPD" e_above_lowest_kj_mol=71.94 lumo_ev=2.1 fmax_ev_per_a=2.1 total_charge=-1
Tl -1.538 -0.052 -0.292 -0.943 0.081 -1.123 0.38
C -5.972 2.981 0.987 0.033 0.004 0.014 0.00
C -5.149 2.084 1.825 -0.159 -0.040 0.339 -0.34
N -5.101 2.107 3.120 -0.548 0.683 0.040 0.10
N -4.220 1.142 3.467 0.190 -0.199 -1.009 0.02
C -3.686 0.519 2.390 0.018 0.099 0.171 -0.79
S -2.571 -0.699 2.436 0.357 -0.600 -0.063 0.62
N -4.319 1.116 1.323 0.017 -0.055 0.738 -0.07
N -4.102 0.807 -0.002 -0.131 -0.300 -0.392 0.07
H -6.594 3.576 1.649 -0.065 0.055 -0.018 0.08
H -6.601 2.411 0.305 -0.033 -0.005 -0.033 0.09
H -5.336 3.646 0.405 0.014 0.038 -0.061 0.09
H -3.982 0.973 4.430 0.042 -0.028 -0.203 0.15
H -4.215 1.612 -0.610 0.188 -0.047 0.272 0.11
H -4.617 -0.014 -0.324 -0.052 0.118 0.279 0.12
O -2.778 -1.674 -4.147 0.297 0.184 -0.352 0.04
C -2.571 -1.297 -3.009 -1.144 -1.070 0.359 -0.63
O -1.712 -0.456 -2.608 1.074 0.873 0.888 -0.15
C -3.516 -1.914 -1.874 0.147 0.355 -2.072 -0.64
O -4.563 -2.415 -2.245 -0.302 -0.184 0.475 0.04
O -3.115 -1.792 -0.677 0.995 0.493 1.776 -0.22
F 4.224 -5.815 0.043 -0.196 0.437 -0.050 0.12
C 3.602 -4.631 -0.059 0.013 0.207 0.023 -0.12
C 4.341 -3.447 -0.049 0.078 -0.252 0.030 -0.13
F 5.679 -3.491 0.052 -0.373 -0.052 -0.019 0.11
C 3.683 -2.231 -0.141 -0.262 0.118 -0.173 -0.21
F 4.412 -1.106 -0.135 0.037 -0.346 0.005 0.10
C 2.299 -2.149 -0.264 -0.084 -0.307 0.182 -0.30
P 1.370 -0.558 -0.243 0.362 0.124 0.028 1.02
C 1.989 0.364 -1.676 -0.150 -0.008 0.059 -0.36
C 2.523 -0.255 -2.801 0.004 -0.031 0.158 -0.08
C 2.803 0.493 -3.931 0.066 -0.011 -0.105 -0.08
C 2.534 1.852 -3.948 0.029 0.017 -0.052 -0.09
C 1.987 2.468 -2.834 0.123 0.080 -0.101 -0.07
C 1.712 1.731 -1.699 0.059 -0.056 0.061 -0.13
C 2.070 0.293 1.213 -0.159 -0.071 -0.114 -0.36
C 3.081 1.245 1.158 -0.035 -0.120 0.062 -0.09
C 3.450 1.921 2.308 0.108 0.111 -0.095 -0.08
C 2.812 1.662 3.508 -0.011 -0.035 0.083 -0.09
C 1.806 0.711 3.566 0.062 -0.056 0.140 -0.08
C 1.436 0.027 2.424 0.054 0.031 -0.165 -0.10
C 1.567 -3.348 -0.269 -0.001 0.263 -0.088 -0.55
Br -0.328 -3.305 -0.428 0.294 -0.437 0.027 0.90
C 2.215 -4.572 -0.168 0.009 0.015 0.017 -0.25
F 1.519 -5.714 -0.162 0.213 0.097 -0.009 0.08
H 2.712 -1.320 -2.794 0.016 -0.056 -0.042 0.10
H 3.226 0.014 -4.803 -0.011 -0.038 -0.038 0.10
H 2.741 2.432 -4.836 0.028 0.031 -0.085 0.10
H 1.775 3.529 -2.852 -0.062 0.025 0.016 0.11
H 1.243 2.201 -0.843 -0.007 -0.001 -0.043 0.01
H 3.576 1.455 0.221 0.017 0.035 -0.062 0.10
H 4.234 2.664 2.259 0.051 0.043 0.015 0.10
H 3.098 2.201 4.401 -0.002 0.043 0.038 0.10
H 1.303 0.512 4.500 -0.084 -0.031 0.094 0.10
H 0.635 -0.701 2.456 -0.109 0.030 0.055 0.09
S -1.070 2.206 0.275 -0.072 -0.252 0.119 -0.12


23
Properties=species:S:1:pos:R:3:forces:R:3:lowdin_charge:R:1 method="wB97M-V/def2-TZVPD" e_above_lowest_kj_mol=47.83 lumo_ev=0.9 fmax_ev_per_a=1.7
C -1.805 2.941 0.425 0.615 0.152 0.696 -0.16
C -0.447 2.424 0.903 0.717 0.156 0.495 -0.18
H -2.508 2.133 0.282 -0.112 -0.200 -0.486 0.05
H -2.243 3.554 1.212 -0.091 0.202 -0.080 0.06
H -1.669 3.551 -0.455 -0.367 0.102 -0.362 0.05
H -0.046 3.003 1.737 -0.436 -0.035 0.385 0.06
H 0.397 2.509 0.224 -0.385 -0.188 -0.722 0.05
H -0.487 1.380 1.192 0.035 -0.096 0.134 0.03
C 1.691 -1.655 0.576 0.312 1.005 0.385 -0.19
C 0.720 -1.564 1.771 0.356 -1.636 0.328 -0.10
C 0.926 -1.426 -0.688 0.801 -0.206 -0.407 -0.33
C 0.492 -2.268 -1.675 -0.486 0.165 0.189 -0.05
C -0.253 -0.217 -2.023 -0.154 -0.531 0.240 -0.19
N 0.498 -0.148 -0.951 -0.497 0.307 -0.097 0.11
N -0.297 -1.486 -2.489 0.115 -0.304 -0.255 0.03
H 2.392 -0.825 0.716 -0.200 0.237 -0.370 0.10
H 2.392 -2.490 0.585 -0.622 -0.538 -0.088 0.10
H 0.375 -2.559 2.084 0.008 -0.019 -0.268 0.07
H 0.588 -3.316 -1.893 0.158 -0.093 0.258 0.11
H -0.875 0.539 -2.475 0.277 0.305 0.089 0.12
H -0.887 -1.848 -3.216 0.055 0.155 -0.168 0.14
H -0.186 -1.036 1.498 0.140 0.552 0.179 0.06
H 1.231 -1.197 2.660 -0.239 0.506 -0.073 0.07


10
Properties=species:S:1:pos:R:3:forces:R:3:lowdin_charge:R:1 method="wB97M-V/def2-TZVPD" e_above_lowest_kj_mol=468.68 lumo_ev="-1.2 / 0.2" fmax_ev_per_a=2.2
C -1.112 0.528 0.433 -0.004 -1.456 0.827 -0.19
O -0.721 1.374 -0.475 0.149 0.698 -0.009 -0.53
P -0.282 0.988 -2.105 0.968 0.625 1.642 0.87
S 1.392 -2.598 0.878 -0.012 -0.159 2.094 0.05
S 1.449 -0.624 1.505 -0.920 -0.729 -0.758 -0.03
H -1.678 -0.331 0.107 0.213 -0.521 -0.169 0.06
H -1.314 0.806 1.473 0.400 0.662 -0.606 0.07
H 1.136 0.774 -1.721 -1.064 0.170 -0.574 -0.07
H -0.142 2.407 -2.238 0.210 -0.520 -0.596 -0.08
H 1.273 -3.324 2.143 0.060 1.231 -1.851 -0.15